# 1
{"formula": "C45H90N2O11Rb2", "method": "the ωB97M-V functional and the def2-TZVPD basis", "symbols": ["Rb", "Rb", "C", "C", "C", "C", "C", "C", "N", "O", "C", "C", "C", "H", "H", "H", "H", "H", "H", "H", "H", "H", "H", "H", "H", "H", "H", "H", "H", "H", "H", "C", "C", "C", "C", "C", "C", "N", "O", "C", "C", "C", "H", "H", "H", "H", "H", "H", "H", "H", "H", "H", "H", "H", "H", "H", "H", "H", "H", "H", "C", "C", "O", "C", "H", "H", "H", "H", "H", "H", "C", "C", "O", "C", "H", "H", "H", "H", "H", "H", "C", "C", "O", "C", "H", "H", "H", "H", "H", "H", "C", "C", "O", "C", "H", "H", "H", "H", "H", "H", "C", "C", "O", "C", "H", "H", "H", "H", "H", "H", "C", "C", "O", "C", "H", "H", "H", "H", "H", "H", "C", "C", "O", "C", "H", "H", "H", "H", "H", "H", "C", "C", "O", "C", "H", "H", "H", "H", "H", "H", "C", "C", "O", "C", "H", "H", "H", "H", "H", "H"], "coordinates": [[-0.917, 2.526, -3.413], [-2.329, 2.014, 1.247], [1.056, -0.325, -2.107], [0.321, -0.386, -0.791], [0.482, -1.667, 0.034], [1.787, -1.722, 0.806], [1.863, -0.508, 1.751], [1.739, 0.864, 1.010], [0.552, 0.813, 0.078], [0.278, 2.046, -0.635], [3.016, 1.129, 0.317], [1.600, 1.988, 2.157], [-1.205, -0.546, -1.088], [1.092, -1.292, -2.610], [1.995, 0.226, -2.059], [0.471, 0.281, -2.798], [0.439, -2.593, -0.540], [-0.287, -1.797, 0.795], [2.653, -1.747, 0.145], [1.954, -2.638, 1.373], [2.845, -0.473, 2.223], [1.070, -0.670, 2.481], [3.432, 0.520, -0.485], [3.852, 1.254, 1.005], [3.015, 2.106, -0.165], [0.638, 1.918, 2.664], [1.675, 2.988, 1.729], [2.315, 1.965, 2.980], [-1.450, -1.443, -1.657], [-1.528, 0.162, -1.851], [-1.867, -0.332, -0.249], [-5.058, 0.393, -0.056], [-5.259, 0.664, -1.588], [-6.779, 0.373, -1.750], [-7.390, 0.974, -3.018], [-6.908, 2.439, -3.132], [-5.356, 2.782, -3.071], [-4.864, 2.075, -1.931], [-3.499, 2.434, -1.567], [-5.441, 4.331, -2.966], [-4.552, 2.352, -4.349], [-4.486, -0.421, -2.454], [-5.437, 1.195, 0.577], [-3.974, 0.355, 0.054], [-5.456, -0.590, 0.192], [-7.374, 0.863, -0.979], [-7.007, -0.685, -1.883], [-8.473, 0.856, -2.986], [-7.059, 0.437, -3.907], [-7.417, 2.915, -2.294], [-7.329, 2.831, -4.058], [-4.457, 4.781, -3.095], [-5.853, 4.780, -2.062], [-6.049, 4.682, -3.800], [-3.714, 3.008, -4.584], [-5.110, 2.458, -5.279], [-4.312, 1.291, -4.273], [-4.363, -1.287, -1.804], [-3.522, -0.032, -2.784], [-5.020, -0.802, -3.324], [-0.561, -1.285, -6.804], [-1.648, -0.506, -6.020], [-1.246, 0.193, -5.048], [-3.049, -0.581, -6.352], [0.135, -0.608, -7.301], [-1.021, -1.815, -7.638], [0.048, -1.930, -6.170], [-3.624, -1.158, -5.627], [-3.315, -0.972, -7.334], [-3.485, 0.398, -6.152], [-3.267, -3.833, -2.462], [-2.667, -4.951, -1.688], [-2.048, -5.815, -2.220], [-2.823, -4.922, -0.231], [-2.764, -2.879, -2.303], [-4.260, -3.566, -2.101], [-3.249, -3.981, -3.542], [-2.958, -3.901, 0.125], [-1.952, -5.354, 0.262], [-3.680, -5.521, 0.079], [6.929, -1.001, -4.317], [7.030, -0.299, -2.979], [7.929, -0.429, -2.190], [5.815, 0.560, -2.693], [5.883, -1.285, -4.432], [7.637, -1.812, -4.487], [7.142, -0.372, -5.181], [5.950, 1.145, -1.783], [4.948, 0.004, -2.335], [5.426, 1.143, -3.528], [3.509, 0.113, 5.192], [4.694, -0.719, 5.091], [4.810, -1.721, 5.809], [5.688, -0.398, 3.958], [3.098, 0.255, 4.193], [3.818, 1.084, 5.581], [2.839, -0.376, 5.898], [5.250, -0.361, 2.961], [6.568, -1.038, 4.020], [6.213, 0.545, 4.106], [-2.557, -2.290, 3.815], [-3.668, -1.572, 3.005], [-3.831, -0.403, 3.098], [-4.595, -2.418, 2.263], [-2.886, -3.270, 4.160], [-2.080, -1.830, 4.680], [-1.687, -2.464, 3.182], [-4.444, -3.493, 2.367], [-4.437, -2.117, 1.227], [-5.603, -2.121, 2.552], [-1.474, 6.210, 4.190], [-0.734, 4.966, 3.729], [-1.137, 4.351, 2.795], [0.590, 4.623, 4.427], [-0.766, 6.891, 4.662], [-2.295, 6.027, 4.883], [-1.805, 6.711, 3.280], [1.325, 5.244, 3.915], [0.884, 3.587, 4.259], [0.627, 4.869, 5.488], [2.457, -4.666, 3.938], [1.251, -3.938, 4.422], [0.472, -3.408, 3.608], [1.053, -3.891, 5.892], [2.440, -4.951, 2.886], [2.363, -5.588, 4.511], [3.323, -4.036, 4.138], [2.005, -4.042, 6.401], [0.510, -4.727, 6.332], [0.617, -2.979, 6.299], [4.013, -4.839, -0.904], [4.959, -4.096, -1.796], [5.110, -4.405, -2.975], [5.490, -2.870, -1.337], [3.100, -4.243, -0.895], [4.305, -4.921, 0.143], [3.778, -5.829, -1.296], [5.971, -3.210, -0.420], [4.840, -2.041, -1.054], [6.207, -2.519, -2.079], [3.751, 4.973, 1.816], [4.919, 5.634, 2.628], [6.117, 5.343, 2.439], [4.654, 6.624, 3.800], [4.083, 4.042, 1.357], [3.379, 5.629, 1.029], [2.903, 4.644, 2.416], [5.392, 6.473, 4.587], [3.680, 6.572, 4.286], [4.645, 7.601, 3.316]], "homo_lumo_gap_ev": [5.622, 4.256], "lumo_ev": [-2.286, -3.651], "multiplicity": 2, "e_homo_ev": [-7.908, -7.908], "total_charge": 1, "energy_ha": -2753.52130, "s2": 0.76, "max_force_ha_per_bohr": 0.113}

***

# 2
{"formula": "C45H90O15", "method": "the ωB97M-V functional and the def2-TZVPD basis", "symbols": ["C", "C", "O", "C", "H", "H", "H", "H", "H", "H", "C", "C", "O", "C", "H", "H", "H", "H", "H", "H", "C", "C", "O", "C", "H", "H", "H", "H", "H", "H", "C", "C", "O", "C", "H", "H", "H", "H", "H", "H", "C", "C", "O", "C", "H", "H", "H", "H", "H", "H", "C", "C", "O", "C", "H", "H", "H", "H", "H", "H", "C", "C", "O", "C", "H", "H", "H", "H", "H", "H", "C", "C", "O", "C", "H", "H", "H", "H", "H", "H", "C", "C", "O", "C", "H", "H", "H", "H", "H", "H", "C", "C", "O", "C", "H", "H", "H", "H", "H", "H", "C", "C", "O", "C", "H", "H", "H", "H", "H", "H", "C", "C", "O", "C", "H", "H", "H", "H", "H", "H", "C", "C", "O", "C", "H", "H", "H", "H", "H", "H", "C", "C", "O", "C", "H", "H", "H", "H", "H", "H", "C", "C", "O", "C", "H", "H", "H", "H", "H", "H"], "coordinates": [[30.255, 9.552, -25.350], [28.912, 9.476, -26.035], [28.570, 10.387, -26.722], [28.057, 8.216, -25.936], [30.903, 8.848, -25.873], [30.232, 9.668, -24.267], [30.620, 10.549, -25.597], [27.607, 8.112, -24.948], [28.755, 7.382, -25.855], [27.319, 8.110, -26.730], [27.633, 4.163, -24.428], [26.258, 4.398, -23.955], [25.404, 4.784, -24.728], [26.215, 4.438, -22.438], [27.700, 4.046, -25.510], [28.168, 3.299, -24.035], [28.307, 5.005, -24.268], [26.861, 3.711, -21.946], [25.166, 4.160, -22.337], [26.416, 5.434, -22.044], [29.578, 1.402, -18.605], [28.919, 0.103, -18.730], [28.359, -0.357, -17.741], [28.933, -0.681, -20.018], [30.494, 1.153, -18.069], [28.891, 2.052, -18.062], [29.665, 1.678, -19.656], [28.528, -1.690, -19.935], [29.966, -0.665, -20.365], [28.426, -0.187, -20.847], [30.871, -3.630, -23.953], [30.482, -2.160, -24.274], [30.401, -1.331, -23.379], [30.159, -1.707, -25.739], [31.038, -3.725, -22.880], [31.712, -4.067, -24.491], [29.986, -4.252, -24.084], [29.539, -2.374, -26.338], [31.059, -1.333, -26.228], [29.544, -0.812, -25.649], [29.953, 1.649, -29.563], [30.724, 0.365, -29.547], [30.232, -0.708, -29.694], [32.234, 0.534, -29.326], [30.139, 2.340, -28.740], [28.905, 1.372, -29.672], [30.311, 2.181, -30.444], [32.526, -0.516, -29.310], [32.540, 0.982, -28.380], [32.704, 1.068, -30.151], [20.158, 7.850, -20.046], [20.340, 7.334, -21.448], [21.485, 7.185, -21.935], [19.171, 6.984, -22.319], [19.358, 8.570, -19.879], [21.040, 8.221, -19.525], [19.703, 7.004, -19.530], [18.368, 7.716, -22.230], [18.840, 6.025, -21.919], [19.370, 6.734, -23.361], [24.608, 8.103, -23.892], [24.876, 8.655, -25.257], [25.385, 9.790, -25.445], [24.334, 7.853, -26.373], [25.252, 7.247, -23.689], [23.563, 7.839, -23.732], [24.936, 8.917, -23.246], [24.980, 8.034, -27.232], [23.298, 8.162, -26.509], [24.402, 6.790, -26.142], [29.583, 6.814, -19.159], [29.739, 6.037, -17.874], [29.295, 4.878, -17.788], [30.312, 6.790, -16.668], [29.136, 6.165, -19.911], [30.598, 6.961, -19.527], [28.929, 7.685, -19.113], [31.399, 6.871, -16.683], [30.053, 6.237, -15.764], [30.030, 7.840, -16.596], [20.131, 3.131, -21.325], [19.645, 3.200, -19.897], [20.334, 3.609, -18.940], [18.199, 2.769, -19.635], [19.753, 2.200, -21.749], [21.207, 3.171, -21.495], [19.673, 3.983, -21.826], [18.063, 1.739, -19.307], [17.507, 2.758, -20.477], [17.692, 3.375, -18.884], [21.478, 4.765, -25.173], [21.896, 3.582, -26.015], [21.228, 2.522, -26.079], [23.179, 3.585, -26.876], [20.962, 5.502, -25.787], [22.420, 5.215, -24.859], [20.903, 4.525, -24.278], [23.684, 2.621, -26.816], [23.885, 4.360, -26.576], [22.895, 3.932, -27.870], [32.617, 7.694, -23.448], [31.391, 6.884, -23.277], [30.310, 7.426, -23.264], [31.655, 5.418, -22.989], [33.356, 7.365, -22.717], [32.418, 8.749, -23.262], [32.961, 7.590, -24.477], [30.825, 4.995, -22.423], [32.604, 5.287, -22.470], [31.501, 5.004, -23.985], [26.789, 12.607, -23.670], [27.919, 11.734, -23.223], [29.081, 12.141, -23.393], [27.676, 10.382, -22.564], [26.168, 12.112, -24.416], [27.125, 13.598, -23.977], [26.120, 12.670, -22.811], [28.632, 9.981, -22.227], [27.372, 9.652, -23.314], [26.964, 10.463, -21.743], [24.345, 4.325, -19.443], [24.854, 2.977, -19.757], [24.410, 2.341, -20.693], [25.929, 2.410, -18.797], [24.892, 4.966, -18.752], [23.358, 4.199, -18.997], [24.136, 4.807, -20.398], [25.759, 2.691, -17.758], [26.980, 2.622, -18.997], [25.804, 1.344, -18.990], [26.676, 4.077, -31.421], [26.250, 5.399, -32.132], [26.973, 6.095, -32.742], [24.794, 5.829, -31.927], [26.664, 4.147, -30.333], [27.638, 3.789, -31.844], [25.876, 3.381, -31.672], [24.338, 5.308, -31.086], [24.315, 5.724, -32.901], [24.743, 6.891, -31.688], [27.160, -0.738, -27.487], [26.140, -0.474, -26.468], [25.558, -1.418, -25.880], [25.842, 0.964, -26.100], [27.016, -1.790, -27.735], [28.176, -0.627, -27.109], [27.013, -0.140, -28.386], [24.870, 0.973, -25.606], [25.755, 1.589, -26.989], [26.567, 1.489, -25.478]], "homo_lumo_gap_ev": 8.912, "lumo_ev": -0.159, "e_homo_ev": -9.071, "total_charge": 0, "energy_ha": -2897.03838, "max_force_ha_per_bohr": 0.081, "e_above_lowest_ev": 3.493}

***

# 3
{"formula": "C45H93O31PS6", "method": "the ωB97M-V functional and the def2-TZVPD basis", "symbols": ["C", "C", "O", "P", "O", "O", "C", "C", "O", "C", "C", "H", "H", "H", "H", "H", "H", "H", "H", "H", "H", "H", "H", "H", "H", "H", "O", "S", "O", "C", "C", "C", "C", "H", "H", "H", "H", "H", "H", "H", "H", "O", "S", "O", "C", "C", "C", "C", "H", "H", "H", "H", "H", "H", "H", "H", "O", "S", "O", "C", "C", "C", "C", "H", "H", "H", "H", "H", "H", "H", "H", "O", "S", "O", "C", "C", "C", "C", "H", "H", "H", "H", "H", "H", "H", "H", "O", "S", "O", "C", "C", "C", "C", "H", "H", "H", "H", "H", "H", "H", "H", "O", "S", "O", "C", "C", "C", "C", "H", "H", "H", "H", "H", "H", "H", "H", "C", "O", "C", "O", "O", "C", "H", "H", "H", "H", "H", "H", "C", "O", "C", "O", "O", "C", "H", "H", "H", "H", "H", "H", "C", "O", "C", "O", "O", "C", "H", "H", "H", "H", "H", "H", "C", "O", "C", "O", "O", "C", "H", "H", "H", "H", "H", "H", "C", "O", "C", "O", "O", "C", "H", "H", "H", "H", "H", "H"], "coordinates": [[-0.176, -1.994, 5.122], [-0.991, -1.040, 4.202], [-1.740, -0.103, 4.934], [-3.017, 0.741, 4.331], [-3.588, 0.184, 3.116], [-4.011, 0.980, 5.562], [-4.710, -0.019, 6.308], [-5.387, -1.068, 5.538], [-2.568, 2.235, 4.202], [-2.177, 3.029, 5.276], [-2.152, 4.488, 4.979], [0.420, -1.480, 5.876], [-0.775, -2.710, 5.685], [0.483, -2.566, 4.470], [-0.322, -0.461, 3.566], [-1.532, -1.698, 3.521], [-4.074, -0.502, 7.050], [-5.433, 0.404, 7.006], [-5.755, -0.717, 4.573], [-4.708, -1.806, 5.109], [-6.127, -1.695, 6.036], [-2.673, 2.784, 6.216], [-1.109, 2.852, 5.406], [-2.591, 5.046, 5.806], [-1.172, 4.964, 5.000], [-2.570, 4.754, 4.008], [-2.190, 2.810, -5.927], [-1.626, 2.656, -4.607], [-1.564, 3.688, -3.609], [-2.189, 1.048, -3.841], [-1.017, 0.222, -3.454], [0.064, 0.587, -4.592], [0.142, 2.060, -4.918], [-2.707, 0.405, -4.553], [-3.008, 1.329, -3.179], [-0.507, 0.506, -2.533], [-1.338, -0.820, -3.482], [0.061, -0.095, -5.442], [1.046, 0.223, -4.291], [0.366, 2.179, -5.978], [0.701, 2.688, -4.225], [-7.769, -1.527, -2.418], [-6.610, -1.246, -1.565], [-5.340, -0.761, -2.079], [-7.179, -0.246, -0.167], [-6.737, -0.767, 1.192], [-5.682, -1.979, 1.001], [-6.358, -2.682, -0.214], [-8.260, -0.376, -0.110], [-6.938, 0.795, -0.384], [-6.271, 0.085, 1.686], [-7.545, -0.998, 1.886], [-5.704, -2.681, 1.834], [-4.662, -1.645, 0.812], [-7.374, -3.051, -0.074], [-5.766, -3.470, -0.678], [-1.740, -3.092, -4.818], [-2.138, -4.390, -4.312], [-1.375, -5.580, -4.687], [-2.036, -4.170, -2.501], [-3.337, -3.450, -2.073], [-4.394, -4.109, -2.920], [-4.024, -4.581, -4.375], [-1.088, -3.759, -2.154], [-2.203, -5.221, -2.265], [-3.430, -3.375, -0.990], [-3.295, -2.414, -2.410], [-5.171, -3.355, -3.045], [-4.901, -4.895, -2.361], [-4.484, -3.979, -5.159], [-4.286, -5.635, -4.275], [5.610, 5.356, -1.756], [6.303, 5.206, -0.486], [6.070, 6.092, 0.685], [6.088, 3.447, 0.186], [7.061, 2.594, -0.626], [8.399, 3.328, -0.587], [8.198, 4.962, -0.682], [5.011, 3.293, 0.263], [6.509, 3.449, 1.192], [7.327, 1.680, -0.094], [6.807, 2.270, -1.636], [9.147, 2.950, -1.284], [8.873, 3.244, 0.391], [8.400, 5.394, -1.662], [8.669, 5.488, 0.147], [4.845, -2.961, 1.858], [5.403, -1.568, 2.035], [6.765, -1.362, 1.563], [4.363, -0.414, 1.060], [3.757, 0.519, 2.204], [3.667, -0.325, 3.580], [5.032, -0.856, 3.670], [3.646, -1.092, 0.599], [4.979, 0.077, 0.307], [4.301, 1.432, 2.445], [2.785, 0.808, 1.806], [2.865, -1.049, 3.444], [3.329, 0.402, 4.318], [5.137, -1.447, 4.580], [5.739, -0.028, 3.723], [-3.550, -4.959, 1.518], [-2.623, -4.887, 2.681], [-1.218, -4.343, 2.491], [-3.619, -3.953, 3.941], [-4.683, -4.917, 4.386], [-3.949, -6.213, 4.750], [-2.653, -6.318, 3.748], [-4.113, -3.073, 3.529], [-3.037, -3.607, 4.795], [-5.186, -4.580, 5.292], [-5.417, -5.036, 3.590], [-4.571, -7.089, 4.567], [-3.598, -6.108, 5.776], [-2.618, -7.230, 3.152], [-1.682, -6.290, 4.243], [-1.439, 6.694, -5.845], [-0.209, 6.033, -5.626], [0.890, 6.652, -5.169], [1.066, 7.903, -5.176], [1.749, 5.780, -4.702], [2.928, 6.306, -4.045], [-2.097, 6.135, -6.510], [-1.176, 7.527, -6.496], [-1.915, 7.178, -4.992], [3.608, 6.772, -4.758], [3.548, 5.469, -3.722], [2.622, 6.781, -3.113], [4.267, -1.492, -2.436], [4.356, -0.156, -2.940], [4.457, 0.039, -4.269], [4.365, -0.818, -5.097], [4.598, 1.385, -4.451], [4.246, 2.006, -5.706], [3.210, -1.722, -2.307], [4.847, -1.637, -1.524], [4.791, -2.139, -3.139], [3.947, 3.022, -5.449], [3.489, 1.608, -6.383], [5.097, 2.218, -6.353], [1.797, -5.044, 1.071], [1.331, -5.043, -0.342], [2.060, -4.472, -1.346], [3.208, -4.101, -1.329], [1.341, -4.474, -2.459], [1.961, -3.912, -3.642], [1.424, -4.295, 1.769], [2.861, -4.834, 1.177], [1.664, -6.013, 1.552], [2.978, -4.139, -3.962], [2.050, -2.826, -3.673], [1.298, -4.366, -4.378], [2.026, 5.762, -0.319], [2.119, 4.753, 0.633], [1.134, 4.342, 1.362], [0.055, 4.885, 1.377], [1.605, 3.410, 2.168], [0.764, 2.750, 3.129], [1.010, 6.034, -0.605], [2.722, 5.557, -1.132], [2.493, 6.632, 0.144], [-0.100, 2.243, 2.698], [0.348, 3.367, 3.926], [1.285, 1.867, 3.497], [2.062, 1.400, -0.587], [0.934, 0.808, 0.081], [0.497, -0.389, -0.039], [0.988, -1.271, -0.792], [-0.649, -0.508, 0.682], [-1.348, -1.750, 0.422], [2.299, 2.463, -0.550], [1.925, 1.205, -1.651], [2.913, 0.775, -0.316], [-0.713, -2.608, 0.642], [-1.765, -1.734, -0.585], [-2.073, -1.834, 1.232]], "homo_lumo_gap_ev": 9.263, "lumo_ev": -0.196, "e_homo_ev": -9.460, "total_charge": 0, "smiles": "CCOP(=O)(OCC)OCC.O=S1(=O)CCCC1.O=S1(=O)CCCC1.O=S1(=O)CCCC1.O=S1(=O)CCCC1.O=S1(=O)CCCC1.O=S1(=O)CCCC1.COC(=O)OC.COC(=O)OC.COC(=O)OC.COC(=O)OC.COC(=O)OC", "energy_ha": -6833.13659, "max_force_ha_per_bohr": 0.093, "e_above_lowest_ev": 4.170}